{"formula": "C21H44F2N2O9P2S2", "method": "ωB97M-V/def2-TZVPD", "species": ["S", "S", "P", "P", "F", "F", "O", "O", "O", "O", "O", "O", "O", "O", "O", "N", "N", "C", "C", "C", "C", "C", "C", "C", "C", "C", "C", "C", "C", "C", "C", "C", "C", "C", "C", "C", "C", "C", "H", "H", "H", "H", "H", "H", "H", "H", "H", "H", "H", "H", "H", "H", "H", "H", "H", "H", "H", "H", "H", "H", "H", "H", "H", "H", "H", "H", "H", "H", "H", "H", "H", "H", "H", "H", "H", "H", "H", "H", "H", "H", "H", "H"], "xyz": [[3.27, -4.35, 4.13], [2.33, -5.87, 6.02], [-0.15, -1.08, 1.71], [1.37, -1.47, 0.16], [2.78, -4.00, 2.65], [3.74, -6.61, 5.90], [1.45, -6.99, 6.35], [2.55, -4.94, 7.12], [4.55, -4.97, 3.85], [0.63, -4.56, -1.30], [-8.72, 3.49, 0.40], [1.70, -3.16, -0.10], [3.32, -3.01, 4.71], [-8.74, 1.26, -0.76], [3.22, 5.18, 0.00], [1.32, -3.55, -1.36], [2.09, -5.29, 4.58], [2.64, 4.02, 0.70], [2.90, -0.42, 0.63], [-4.19, 0.62, -3.11], [-7.35, 0.94, -0.40], [5.46, 2.97, -2.36], [-4.96, 0.36, -1.67], [-1.55, -0.05, -2.92], [0.66, -0.67, -1.46], [0.65, -0.80, 3.43], [5.08, -0.93, -0.99], [-3.08, -0.59, -3.27], [5.87, 0.54, -1.10], [4.43, 4.27, -2.14], [-1.50, -2.43, 1.74], [-0.93, -1.01, -1.69], [4.34, -1.17, 0.45], [4.82, 1.74, -1.48], [-6.48, 0.98, -1.83], [-9.31, 2.33, 0.08], [-10.84, 2.08, 0.65], [4.52, 4.88, -0.61], [-4.97, 0.67, -3.99], [5.95, -1.75, -1.06], [3.37, 3.52, 1.50], [5.08, 4.14, 0.11], [-1.57, 1.10, -2.60], [6.70, 0.42, -1.94], [3.93, 1.26, -2.12], [1.61, -1.50, 3.59], [-3.29, -1.46, -2.49], [6.58, 3.23, -2.11], [-1.11, -2.12, -2.07], [4.15, -2.34, 0.60], [2.79, 0.60, 0.05], [-6.88, 1.63, 0.42], [-2.31, -2.22, 0.89], [5.16, 5.88, -0.70], [-7.08, 0.36, -2.63], [-0.13, -0.92, 4.30], [5.33, 2.67, -3.50], [-7.31, -0.16, 0.04], [4.63, 5.14, -2.90], [2.35, 3.14, -0.04], [-6.41, 2.12, -2.15], [-10.89, 1.16, 1.39], [1.25, -0.99, -2.43], [-3.71, 1.70, -3.02], [3.30, 3.93, -2.30], [5.02, -0.86, 1.38], [-2.07, -2.30, 2.78], [-11.60, 1.86, -0.24], [6.48, 0.78, -0.10], [0.82, 0.50, -1.30], [-3.13, -1.11, -4.34], [-4.99, -0.75, -1.32], [2.81, -0.14, 1.79], [4.31, 2.09, -0.47], [-1.09, -3.53, 1.64], [-0.80, -0.20, -3.83], [4.39, -1.14, -1.92], [-11.18, 3.07, 1.20], [1.08, 0.31, 3.46], [1.65, 4.30, 1.29], [-4.45, 0.98, -0.79], [-1.62, -0.81, -0.77]], "total_energy_ha": -3291.47436, "charge": 0, "spin_multiplicity": 1}